[1]
This record from the OMol25 dataset describes a single C4H8O molecule at a distorted geometry. The level of theory is ωB97M-V/def2-TZVPD.

The HOMO-LUMO gap is 10.31 eV. As for the total charge: 0. As for the SMILES: C/C=C/CO. The LUMO energy is 1.02 eV. The value obtained for the energy above the lowest of the compared OMol25 structures with the same formula, charge and spin is 23.7 kcal per mole. As for the maximum force: 0.0495 Eh/bohr. The calculation puts the highest occupied orbital energy at -9.29 eV.

Last column: Löwdin charge in e.
Cartesian coordinates (Å):
C: -2.411 -0.118 0.025  -0.129
C: -0.920 -0.368 -0.015  -0.166
C: -0.050 0.656 -0.099  -0.101
C: 1.453 0.583 0.047  -0.300
O: 1.957 -0.715 0.072  -0.083
H: -2.875 -0.428 0.997  0.079
H: -2.629 0.958 -0.112  0.066
H: -2.993 -0.623 -0.802  0.080
H: -0.591 -1.404 0.177  0.106
H: -0.486 1.649 -0.107  0.099
H: 1.726 0.955 1.024  0.116
H: 1.933 1.232 -0.680  0.110
H: 1.823 -1.135 -0.828  0.125

Cartesian forces (eV/Å) of the 3 atoms listed first:
C -0.938 -0.008 -0.419
C 0.261 0.445 0.372
C -0.543 -0.940 0.527


[2]
This record from the OMol25 dataset describes a gas-phase ion, C27H37N2O3 (charge +1). The level of theory is ωB97M-V/def2-TZVPD.

The HOMO-LUMO gap is 8.75 eV. As for the total charge: +1. As for the SMILES: CCCCCCCCCCOC(=O)Cn1c(COc2ccccc2)[n+](C)c2ccccc21. The LUMO energy is -2.81 eV. The value obtained for the energy above the lowest of the compared OMol25 structures with the same formula, charge and spin is 6.7 kcal per mole. As for the maximum force: 0.0192 Eh/bohr. The calculation puts the highest occupied orbital energy at -11.56 eV.

Last column: Löwdin charge in e.
Cartesian coordinates (Å):
C: -3.732 -0.406 2.772  -0.112
C: -4.243 0.853 2.081  -0.259
C: -3.963 0.848 0.579  -0.237
C: -4.417 2.139 -0.108  -0.200
C: -3.486 3.335 0.140  -0.201
C: -2.497 3.604 -0.996  -0.207
C: -1.531 2.449 -1.256  -0.219
C: -0.393 2.848 -2.204  -0.182
C: 0.790 3.488 -1.469  -0.152
C: 1.812 2.458 -0.992  -0.131
O: 1.202 1.500 -0.108  0.015
C: 1.069 0.265 -0.517  -0.487
O: 1.467 -0.217 -1.546  0.130
C: 0.293 -0.567 0.523  0.029
N: 0.417 -1.965 0.211  0.083
C: 1.553 -2.614 -0.067  -0.104
C: 2.939 -2.068 0.020  -0.100
O: 2.958 -0.977 0.894  -0.052
C: 4.015 -0.082 0.820  -0.244
C: 3.872 1.066 1.593  -0.016
C: 4.861 2.029 1.586  -0.069
C: 5.996 1.857 0.810  -0.078
C: 6.138 0.711 0.050  -0.065
C: 5.153 -0.266 0.051  -0.014
N: 1.289 -3.868 -0.453  0.016
C: 2.265 -4.849 -0.847  0.033
C: -0.081 -4.050 -0.433  -0.117
C: -0.882 -5.143 -0.734  0.013
C: -2.246 -4.976 -0.604  -0.052
C: -2.799 -3.763 -0.189  -0.047
C: -2.012 -2.670 0.113  0.024
C: -0.638 -2.829 -0.013  -0.102
H: -3.984 -0.386 3.829  0.073
H: -4.181 -1.297 2.335  0.067
H: -2.648 -0.485 2.688  0.059
H: -3.778 1.726 2.540  0.105
H: -5.320 0.935 2.239  0.114
H: -2.892 0.705 0.410  0.074
H: -4.490 0.002 0.126  0.113
H: -5.419 2.376 0.253  0.111
H: -4.496 1.969 -1.183  0.109
H: -2.930 3.184 1.068  0.105
H: -4.089 4.235 0.271  0.111
H: -3.052 3.819 -1.912  0.119
H: -1.923 4.499 -0.744  0.112
H: -2.082 1.613 -1.691  0.114
H: -1.110 2.125 -0.302  0.096
H: -0.784 3.551 -2.941  0.115
H: -0.037 1.973 -2.751  0.110
H: 0.429 4.061 -0.614  0.117
H: 1.323 4.171 -2.131  0.122
H: 2.243 1.920 -1.841  0.132
H: 2.609 2.933 -0.416  0.127
H: -0.762 -0.289 0.476  0.123
H: 0.681 -0.344 1.519  0.152
H: 3.622 -2.859 0.367  0.151
H: 3.243 -1.766 -0.997  0.149
H: 2.983 1.184 2.193  0.123
H: 4.745 2.916 2.190  0.113
H: 6.768 2.610 0.803  0.108
H: 7.022 0.564 -0.549  0.111
H: 5.299 -1.155 -0.541  0.109
H: 1.750 -5.749 -1.173  0.097
H: 2.873 -4.473 -1.670  0.115
H: 2.916 -5.104 -0.009  0.112
H: -0.469 -6.086 -1.053  0.115
H: -2.902 -5.802 -0.827  0.116
H: -3.871 -3.679 -0.104  0.116
H: -2.458 -1.744 0.435  0.086

Cartesian forces (eV/Å) of the 3 atoms listed first:
C -0.150 0.269 -0.010
C 0.198 -0.234 -0.167
C -0.284 0.208 0.139


[3]
This record from the OMol25 dataset describes 2 unconnected molecules or ions with the total composition C2H5FS at a distorted geometry. The level of theory is ωB97M-V/def2-TZVPD.

The HOMO-LUMO gap is 10.47 eV. As for the total charge: 0. As for the SMILES: C=CF.S. The LUMO energy is 0.77 eV. The value obtained for the energy above the lowest of the compared OMol25 structures with the same formula, charge and spin is 23.8 kcal per mole. As for the maximum force: 0.0600 Eh/bohr. The calculation puts the highest occupied orbital energy at -9.70 eV.

Last column: Löwdin charge in e.
Cartesian coordinates (Å):
C: -1.828 0.149 0.959  0.028
C: -0.766 0.239 0.134  -0.269
F: -0.728 1.275 -0.672  0.007
H: -2.031 -0.707 1.623  0.066
H: -2.320 1.067 0.918  0.037
H: 0.105 -0.444 -0.062  0.075
S: 2.943 -0.062 0.282  0.504
H: 2.959 -0.564 1.548  -0.188
H: 4.001 -0.786 0.087  -0.260

Cartesian forces (eV/Å) of the 3 atoms listed first:
C 2.671 -1.375 -0.695
C -0.468 -2.350 1.164
F 0.481 1.387 -0.877


[4]
This record from the OMol25 dataset describes 3 unconnected molecules or ions with the total composition C6H15N at a distorted geometry. The level of theory is ωB97M-V/def2-TZVPD.

The HOMO-LUMO gap is 6.43 eV. As for the total charge: 0. The LUMO energy is -1.00 eV. The value obtained for the energy above the lowest of the compared OMol25 structures with the same formula, charge and spin is 118.8 kcal per mole. As for the maximum force: 0.0817 Eh/bohr. The calculation puts the highest occupied orbital energy at -7.43 eV.

Last column: Löwdin charge in e.
Cartesian coordinates (Å):
C: -1.392 0.598 0.104  -0.117
C: -0.050 0.923 0.359  -0.092
C: 0.849 0.370 1.336  -0.374
C: 0.282 -0.147 2.630  -0.051
C: 2.162 0.443 1.142  0.069
C: 0.929 -1.038 -1.733  -0.049
N: -2.106 -0.176 -2.307  -0.077
H: -2.051 1.449 0.252  0.105
H: -1.555 0.150 -1.064  0.016
H: -1.798 -0.247 0.666  0.088
H: 0.327 1.583 -0.422  0.122
H: 0.842 -0.098 -2.268  0.025
H: 0.546 -1.182 2.841  0.085
H: 0.600 0.437 3.497  0.086
H: -0.805 -0.081 2.633  0.066
H: 2.541 0.999 0.301  0.078
H: 2.783 0.049 1.930  0.078
H: 1.466 -1.739 -2.372  0.025
H: -0.051 -1.443 -1.516  0.009
H: 1.512 -0.855 -0.841  -0.017
H: -3.044 -0.503 -2.123  -0.041
H: -1.987 0.507 -3.047  -0.034

Cartesian forces (eV/Å) of the 3 atoms listed first:
C 1.022 0.478 4.005
C -1.444 -0.287 -1.378
C -0.159 -0.129 0.181


[5]
This record from the OMol25 dataset describes a molecular structure, C46H39BIrN8O2S2 at a distorted geometry. The level of theory is ωB97M-V/def2-TZVPD.

The HOMO-LUMO gap (spin up / spin down) is 5.34 / 3.97 eV. As for the total charge: +3. The LUMO energy (spin up / spin down) is -9.01 / -11.51 eV. The spin multiplicity is 5. The value obtained for the energy above the lowest of the compared OMol25 structures with the same formula, charge and spin is 67.9 kcal per mole. As for the maximum force: 0.1934 Eh/bohr. The calculation puts the highest occupied orbital energy (spin up / spin down) at -14.35 / -15.48 eV.

Last column: Löwdin charge in e.
Cartesian coordinates (Å):
Ir: 0.997 -1.737 1.241  1.142
C: 5.176 -1.931 0.938  0.000
C: 3.955 -2.420 0.526  -0.081
N: 2.975 -1.783 1.195  -0.183
N: 3.538 -0.910 2.017  0.018
C: 4.880 -0.975 1.883  -0.001
B: 2.702 0.004 2.947  -0.546
N: 1.778 0.871 2.023  0.119
C: 1.601 2.203 1.846  0.068
C: 0.638 2.405 0.883  -0.060
C: 0.250 1.150 0.495  -0.305
N: 0.951 0.243 1.196  -0.153
N: 1.772 -0.910 3.783  0.033
C: 1.638 -0.975 5.125  0.033
C: 0.694 -1.931 5.421  0.028
C: 0.281 -2.420 4.200  -0.051
N: 0.950 -1.783 3.220  -0.142
N: 3.678 0.762 3.923  -0.033
C: 3.928 2.071 4.173  -0.086
C: 4.899 2.166 5.144  -0.052
C: 5.217 0.872 5.462  -0.104
N: 4.469 0.045 4.714  0.044
H: 6.155 -2.233 0.592  0.129
H: 3.789 -3.190 -0.215  0.133
H: 5.601 -0.375 2.421  0.142
H: 2.088 3.012 2.333  0.139
H: 0.268 3.351 0.512  0.147
H: -0.495 0.907 -0.251  0.037
H: 2.176 -0.375 5.846  0.147
H: 0.347 -2.233 6.400  0.134
H: -0.460 -3.190 4.034  0.127
H: 3.487 2.931 3.732  0.090
H: 5.320 3.069 5.566  0.116
H: 5.947 0.549 6.192  0.124
C: 2.162 -1.642 -7.240  -0.031
C: 1.867 -1.656 -5.769  -0.249
C: 0.678 -2.216 -5.294  -0.015
C: 0.415 -2.249 -3.924  -0.063
C: 1.333 -1.721 -3.008  -0.343
C: 2.542 -1.198 -3.477  -0.072
C: 2.805 -1.166 -4.851  -0.008
S: 0.956 -1.737 -1.219  0.879
O: -0.067 -2.822 -1.112  -0.522
C: 0.148 -0.095 -1.298  -0.282
C: 1.040 0.992 -1.249  -0.052
C: 0.587 2.307 -1.260  0.017
C: -0.777 2.586 -1.278  -0.169
C: -1.205 3.924 -1.253  0.023
C: -2.559 4.246 -1.230  -0.012
C: -3.500 3.231 -1.225  -0.008
C: -3.084 1.897 -1.256  0.034
C: -1.715 1.522 -1.299  -0.085
C: -1.246 0.152 -1.338  -0.119
C: -2.257 -0.946 -1.377  -0.055
C: -3.044 -1.166 -2.561  -0.093
C: -2.840 -0.481 -3.785  0.070
C: -3.640 -0.708 -4.908  0.019
C: -4.671 -1.633 -4.846  0.019
C: -4.894 -2.336 -3.665  0.082
C: -4.095 -2.119 -2.530  -0.143
C: -4.339 -2.853 -1.367  0.089
C: -3.543 -2.682 -0.239  0.031
C: -2.507 -1.740 -0.228  -0.215
S: -1.366 -1.737 1.201  0.919
O: -1.953 -2.703 2.193  -0.415
C: -1.834 -0.113 1.851  -0.259
C: -3.158 0.216 2.158  -0.011
C: -3.473 1.489 2.643  0.024
C: -2.467 2.440 2.847  -0.211
C: -2.793 3.819 3.338  -0.015
C: -1.138 2.096 2.576  0.031
C: -0.824 0.825 2.092  -0.090
H: 1.237 -1.653 -7.827  0.087
H: 2.760 -2.518 -7.511  0.103
H: 2.711 -0.736 -7.517  0.092
H: -0.055 -2.631 -5.982  0.124
H: -0.517 -2.692 -3.576  0.107
H: 3.287 -0.815 -2.787  0.107
H: 3.749 -0.755 -5.203  0.129
H: 2.114 0.825 -1.198  0.166
H: 1.317 3.113 -1.232  0.178
H: -0.480 4.736 -1.242  0.143
H: -2.874 5.285 -1.206  0.132
H: -4.561 3.465 -1.193  0.132
H: -3.865 1.139 -1.234  0.128
H: -2.037 0.247 -3.883  0.141
H: -3.452 -0.159 -5.827  0.138
H: -5.298 -1.814 -5.715  0.140
H: -5.702 -3.064 -3.637  0.149
H: -5.132 -3.597 -1.334  0.152
H: -3.719 -3.315 0.629  0.138
H: -3.951 -0.514 2.022  0.130
H: -4.511 1.730 2.858  0.135
H: -3.855 3.919 3.582  0.094
H: -2.551 4.558 2.568  0.091
H: -2.220 4.044 4.244  0.103
H: -0.341 2.819 2.735  0.127
H: 0.216 0.578 1.894  -0.081
H: 0.997 -3.461 1.241  0.061

Cartesian forces (eV/Å) of the 3 atoms listed first:
Ir -1.616 -5.270 -0.296
C 0.206 -0.116 -0.239
C -0.116 -0.363 -0.264


[6]
This record from the OMol25 dataset describes a molecular structure, C34H50N12O3RuS3 at a distorted geometry. The level of theory is ωB97M-V/def2-TZVPD.

The HOMO-LUMO gap (spin up / spin down) is 7.31 / 7.28 eV. As for the total charge: 0. The LUMO energy (spin up / spin down) is -0.04 / -0.05 eV. The value obtained for the energy above the lowest of the compared OMol25 structures with the same formula, charge and spin is 33.4 kcal per mole. As for the maximum force: 0.0459 Eh/bohr. The calculation puts the highest occupied orbital energy (spin up / spin down) at -7.35 / -7.33 eV.

Last column: Löwdin charge in e.
Cartesian coordinates (Å):
Ru: -0.619 -1.172 0.692  0.814
N: -3.119 -3.730 0.369  0.148
C: -3.541 -2.454 0.617  -0.471
N: -4.805 -2.082 0.545  0.049
N: -4.787 -0.781 0.890  -0.042
N: -3.590 -0.407 1.158  -0.138
N: -2.741 -1.461 1.004  -0.092
C: -1.792 -4.082 0.354  -0.491
N: -1.374 -5.323 0.218  0.031
N: -0.027 -5.228 0.284  -0.083
N: 0.336 -4.007 0.452  -0.094
N: -0.786 -3.231 0.496  -0.132
H: -3.800 -4.425 0.122  0.143
C: 4.861 -3.793 -3.968  -0.111
C: 4.861 -2.756 -2.847  -0.263
C: 4.083 -3.193 -1.606  -0.206
C: 2.614 -3.510 -1.861  -0.203
N: 1.881 -2.384 -2.454  0.052
C: 1.380 -1.368 -1.777  -0.709
S: 1.673 -1.192 -0.094  0.727
N: 0.675 -0.426 -2.443  0.000
C: 1.001 0.071 -3.773  -0.178
C: 2.287 0.896 -3.789  -0.199
C: 2.359 1.836 -4.986  -0.270
C: 3.691 2.578 -5.049  -0.111
H: 5.538 -3.503 -4.772  0.068
H: 3.869 -3.923 -4.406  0.061
H: 5.185 -4.766 -3.591  0.078
H: 4.440 -1.815 -3.216  0.083
H: 5.891 -2.545 -2.553  0.105
H: 4.136 -2.409 -0.847  0.080
H: 4.535 -4.094 -1.181  0.120
H: 2.122 -3.783 -0.927  0.065
H: 2.515 -4.345 -2.552  0.121
H: 1.659 -2.442 -3.435  0.140
H: 0.248 0.244 -1.811  0.062
H: 0.160 0.686 -4.099  0.121
H: 1.071 -0.760 -4.478  0.116
H: 3.155 0.231 -3.795  0.105
H: 2.338 1.477 -2.861  0.114
H: 1.540 2.559 -4.923  0.100
H: 2.217 1.265 -5.908  0.113
H: 3.869 3.133 -4.125  0.070
H: 3.715 3.284 -5.879  0.070
H: 4.518 1.878 -5.182  0.074
O: -1.585 0.502 -0.907  -0.566
S: -2.130 1.528 0.082  1.004
C: -3.758 2.004 -0.465  -0.392
C: -4.156 1.820 -1.777  -0.062
C: -5.438 2.199 -2.146  -0.068
C: -6.300 2.750 -1.206  -0.076
C: -5.886 2.922 0.109  -0.069
C: -4.608 2.542 0.487  -0.093
C: -1.333 3.051 -0.457  -0.372
C: -0.714 3.109 -1.696  -0.089
C: -0.037 4.264 -2.068  -0.073
C: 0.026 5.345 -1.197  -0.079
C: -0.601 5.277 0.042  -0.067
C: -1.286 4.128 0.415  -0.070
H: -3.474 1.369 -2.488  0.111
H: -5.764 2.064 -3.169  0.105
H: -7.303 3.034 -1.497  0.103
H: -6.563 3.341 0.842  0.106
H: -4.279 2.638 1.516  0.109
H: -0.763 2.246 -2.349  0.096
H: 0.438 4.321 -3.040  0.100
H: 0.568 6.238 -1.480  0.104
H: -0.554 6.118 0.722  0.108
H: -1.772 4.064 1.383  0.113
O: 0.042 0.964 1.526  -0.322
N: 1.325 1.302 1.525  -0.216
C: 2.162 0.745 2.415  -0.040
C: 3.505 1.072 2.403  -0.024
C: 3.993 1.972 1.475  -0.054
C: 3.105 2.526 0.567  -0.032
C: 1.774 2.177 0.612  -0.018
H: 1.705 0.047 3.109  0.097
H: 4.150 0.614 3.140  0.119
H: 5.042 2.233 1.454  0.112
H: 3.433 3.233 -0.181  0.113
H: 1.027 2.566 -0.060  0.106
C: -0.288 -3.733 5.744  -0.103
C: -1.547 -3.103 5.153  -0.269
C: -1.440 -2.880 3.644  -0.330
S: -0.699 -1.300 3.216  0.882
O: 0.465 -1.081 4.131  -0.497
C: -2.038 -0.175 3.767  -0.298
C: -1.584 0.781 4.871  -0.271
C: -1.249 2.172 4.337  -0.097
H: -0.393 -3.878 6.820  0.072
H: 0.577 -3.096 5.563  0.061
H: -0.097 -4.706 5.287  0.079
H: -1.740 -2.149 5.654  0.099
H: -2.408 -3.745 5.345  0.112
H: -2.404 -2.874 3.134  0.080
H: -0.804 -3.631 3.169  0.089
H: -2.862 -0.814 4.079  0.093
H: -2.341 0.352 2.864  0.037
H: -0.704 0.366 5.363  0.091
H: -2.376 0.851 5.618  0.110
H: -0.441 2.117 3.605  0.054
H: -0.946 2.840 5.145  0.073
H: -2.118 2.614 3.841  0.069

Cartesian forces (eV/Å) of the 3 atoms listed first:
Ru -1.076 -0.196 2.091
N 0.077 0.023 -0.051
C 0.140 -0.220 0.050